Computed, not measured: 12 unconnected molecules or ions with the total composition C56H145N17O15P4 in a non-equilibrium geometry, with ωB97M-V/def2-TZVPD.

Summary:
HOMO energy (eV): -8.430
F_max (eV/A): 4.544
Total charge: 0
ΔE to the lowest compared entry with this formula, charge and spin (kJ/mol): 437.76

Geometry as XYZ:
```
237
Properties=species:S:1:pos:R:3:forces:R:3:mulliken_charge:R:1
O -29.138150 -4.987450 -5.597640 -0.8266 -0.1804 0.4749 -0.85
P -28.415740 -6.056630 -6.285620 1.6917 -1.6364 -1.9627 0.31
N -28.025950 -7.411860 -5.358200 1.1249 -0.0221 0.6914 0.44
C -28.666540 -7.709080 -4.112800 -0.9221 0.4219 0.5218 -0.99
C -27.201660 -8.538460 -5.809400 0.8924 0.9316 -0.7317 -1.08
N -26.897600 -5.540140 -6.929850 -1.4943 -0.6563 -1.9552 0.38
C -26.947710 -4.534650 -8.028400 -0.3390 0.1676 0.3556 -1.00
C -25.799360 -5.330400 -6.045330 -0.1845 0.3888 1.5088 -1.06
N -29.155750 -6.784790 -7.636570 1.1307 1.1666 0.2997 0.31
C -30.584670 -7.100320 -7.694630 0.9167 1.1530 0.9846 -1.08
C -28.339650 -7.498240 -8.636010 -1.2666 -0.0348 0.4695 -1.29
H -29.448750 -8.453000 -4.263840 -0.1946 -0.2692 0.1288 0.34
H -29.150630 -6.822210 -3.703900 0.0560 0.0565 -0.0214 0.28
H -27.979560 -8.100800 -3.362660 0.2056 0.0578 -0.0318 0.26
H -26.297920 -8.147350 -6.276720 -0.1892 0.1361 -0.7671 0.31
H -27.696000 -9.232310 -6.489320 -0.1421 -0.0220 0.0306 0.24
H -26.695470 -9.101680 -5.025390 -0.8375 0.0124 0.6840 0.38
H -25.957100 -4.336310 -8.437640 0.1356 -0.3029 0.1904 0.38
H -27.584590 -4.774730 -8.879790 -0.0688 -0.6467 0.2292 0.26
H -27.335420 -3.574310 -7.688490 0.0317 0.2042 0.3270 0.32
H -25.532630 -6.237330 -5.502720 0.1639 -0.1282 -0.1987 0.26
H -24.925130 -4.892760 -6.527290 -0.1151 -0.2657 -0.2528 0.36
H -26.124780 -4.629900 -5.276250 0.3613 0.3812 0.3709 0.35
H -30.790490 -8.024070 -7.153880 -0.2620 -0.3045 -0.2709 0.31
H -31.052540 -6.274750 -7.158320 -0.4682 -0.1346 -0.0175 0.35
H -30.956160 -7.097410 -8.719360 0.0966 -0.2033 0.0036 0.36
H -28.760690 -8.503610 -8.628610 0.1579 -0.2805 -0.6264 0.44
H -27.275280 -7.604990 -8.426690 -0.2213 0.5443 0.0442 0.36
H -28.566650 -6.969390 -9.561690 0.5490 -0.5099 -0.4857 0.37
O -18.421170 -1.300930 -3.374270 0.1027 0.8401 0.4553 -0.93
P -18.780370 -0.424860 -2.227400 0.1351 -0.6055 1.4025 0.46
N -17.614140 -0.532260 -0.989920 -3.6288 -0.2629 0.6670 0.42
C -17.643650 0.285020 0.222110 0.2582 0.2617 -0.9220 -1.14
C -16.441740 -1.264900 -1.219690 1.0979 -0.1963 -0.4196 -1.02
N -20.286160 -0.827760 -1.521330 2.7119 1.9324 0.8778 0.32
C -20.416290 -1.924640 -0.609390 0.4284 -0.1931 0.1042 -0.98
C -21.372540 -0.593790 -2.375140 -1.4514 -0.3943 -1.1363 -1.14
N -18.903150 1.206490 -2.559980 -1.2181 -0.1182 -0.0669 0.30
C -17.985270 1.811330 -3.488980 0.8058 0.8102 0.4196 -1.09
C -19.520550 2.197540 -1.663520 0.0429 -0.6555 0.2705 -1.08
H -18.619250 0.730200 0.417340 0.0293 -0.1274 -0.1809 0.37
H -16.913560 1.072750 0.036210 0.0621 0.4912 0.5420 0.34
H -17.340530 -0.254130 1.119630 0.0210 -0.3201 -0.1173 0.34
H -16.677260 -2.156580 -1.800690 0.4238 0.2429 -0.3235 0.25
H -15.949130 -1.590480 -0.303480 -0.1340 0.0709 0.2120 0.31
H -15.808620 -0.529820 -1.716580 1.0899 -0.7826 -0.4331 0.33
H -19.602460 -1.961280 0.114800 0.0883 0.2177 -0.0860 0.28
H -21.340810 -1.781980 -0.049910 -0.1264 -0.3755 -0.0816 0.37
H -20.370950 -2.861580 -1.164520 -0.4523 -0.4310 0.1600 0.29
H -22.336430 -0.718230 -1.881650 0.0114 0.1898 0.3843 0.38
H -21.340390 0.403350 -2.814250 0.0120 -0.1337 -0.1125 0.31
H -21.365580 -1.362620 -3.147760 -0.2375 0.0899 -0.6592 0.29
H -17.287860 1.112710 -3.951190 -0.5453 -0.1238 -0.3129 0.33
H -18.487460 2.500630 -4.167790 -0.2322 -0.5249 -0.5853 0.32
H -17.349190 2.510190 -2.945770 0.3982 0.0545 0.3771 0.36
H -20.404890 1.806490 -1.160410 0.0175 -0.2090 -0.1585 0.35
H -19.829810 3.099650 -2.191420 0.1476 -0.1060 -0.2809 0.38
H -18.821480 2.470500 -0.873010 0.1081 0.3407 -0.0207 0.28
O -28.968640 -10.639440 -17.486660 -1.1931 -0.7526 0.5107 -0.84
P -30.440490 -10.833450 -17.371560 -2.2906 0.1296 -0.4344 0.48
N -31.392450 -9.540760 -18.040450 0.8579 -0.0906 1.5460 0.20
C -31.400310 -8.260920 -17.257220 -0.1255 -1.5907 0.7861 -0.98
C -31.430570 -9.286060 -19.434610 -0.6819 -0.5714 -1.7124 -1.22
N -31.061140 -10.971640 -15.768220 1.0317 0.0715 -0.2525 0.27
C -32.499850 -10.959410 -15.481420 0.5495 -0.0995 -0.1835 -0.96
C -30.196430 -10.700200 -14.599870 -0.1918 0.2153 -0.3441 -1.00
N -31.106330 -12.224490 -18.161260 0.3390 0.9000 -0.5455 0.20
C -32.540960 -12.466220 -18.581320 1.2396 0.0716 1.2149 -1.12
C -30.229010 -13.424870 -18.090720 -0.3601 0.8427 -0.8718 -1.05
H -31.679570 -7.393800 -17.855730 0.2140 -0.2727 -0.1250 0.43
H -30.452750 -8.129160 -16.734840 0.2225 0.4063 -0.3048 0.30
H -32.134480 -8.393680 -16.462570 -0.1907 0.3302 0.0127 0.20
H -31.423700 -10.207690 -20.016550 0.1180 -0.2143 0.1431 0.35
H -30.673930 -8.653280 -19.898470 0.4898 0.1851 0.4756 0.33
H -32.389980 -8.828660 -19.676340 -0.1756 0.2022 -0.0473 0.46
H -33.107350 -11.243420 -16.340710 0.2530 0.1278 -0.0437 0.21
H -32.720490 -11.674480 -14.688890 0.0554 -0.0484 0.1065 0.34
H -32.810510 -9.970980 -15.142880 -0.1782 0.1369 0.0625 0.36
H -30.455350 -11.233680 -13.685280 -0.4616 -0.7081 -0.3347 0.33
H -29.163280 -10.964870 -14.824930 -0.0787 0.3244 -0.1277 0.29
H -30.290920 -9.668280 -14.261780 0.3146 0.4396 -0.2906 0.32
H -32.923120 -13.127920 -17.804010 -0.6873 0.1179 -0.0162 0.45
H -33.116460 -11.544760 -18.669590 0.2327 0.0481 0.4019 0.35
H -32.697900 -12.987900 -19.525420 0.7937 -0.0337 -0.2239 0.31
H -30.010430 -13.768010 -17.079500 -0.1391 0.0104 0.0983 0.29
H -29.303650 -13.177340 -18.610850 0.1970 -0.1025 0.2801 0.33
H -30.683730 -14.220700 -18.680630 -0.1426 -0.0663 0.2234 0.39
O -26.443030 3.417620 -1.527180 0.6745 -0.4505 0.0986 -0.83
P -27.437190 2.379030 -1.827780 -1.3973 -1.0628 -1.9808 0.33
N -27.133750 1.439530 -3.264940 -0.3246 0.7137 0.7586 0.24
C -28.011960 0.289610 -3.523940 0.2576 0.0448 0.1049 -1.03
C -26.382130 1.920360 -4.449020 -1.2709 0.1626 0.8327 -1.07
N -28.951860 3.068340 -2.154350 0.2323 -0.8176 2.1658 0.34
C -29.369540 4.015480 -1.152840 -0.5195 0.5718 1.1164 -1.23
C -29.591730 3.253910 -3.423450 1.2232 -0.1978 -0.7049 -0.96
N -27.719040 1.262550 -0.591700 -0.1460 0.5130 -0.0372 0.30
C -26.560090 0.778770 0.205020 0.2930 0.3590 -1.8626 -1.06
C -28.977710 0.544340 -0.363530 0.2569 -0.0790 -0.0847 -1.06
H -27.663110 -0.553590 -2.927770 -0.2948 -0.2764 -0.1801 0.19
H -28.041630 0.032400 -4.582740 0.6931 -0.1002 -0.0492 0.41
H -29.078540 0.449990 -3.366520 -0.0526 0.2705 0.7182 0.28
H -27.059200 1.848650 -5.300210 0.0492 0.1045 -0.2411 0.39
H -25.516120 1.296840 -4.671170 0.2295 0.2439 0.2075 0.32
H -26.176840 2.979790 -4.295550 0.5763 -0.1624 -0.0958 0.33
H -29.121220 3.796150 -0.114410 1.0737 -0.4404 -0.1695 0.34
H -28.994490 5.016010 -1.368230 -0.1179 0.2088 0.0424 0.36
H -30.444290 4.038240 -0.972580 -0.4358 0.1065 -0.9421 0.43
H -28.840280 3.663900 -4.098230 -0.1857 0.1021 -0.5791 0.30
H -29.905300 2.285860 -3.814160 -0.4722 0.2609 -0.2300 0.20
H -30.386150 3.996980 -3.353750 -0.1339 -0.3894 0.0891 0.41
H -26.819060 0.263750 1.130110 -0.2105 0.6142 0.0640 0.33
H -25.971480 0.080480 -0.389990 -0.1829 -0.6774 -0.1353 0.35
H -25.841780 1.597410 0.249340 -0.2758 0.2335 0.9226 0.32
H -28.872240 -0.509200 -0.622410 0.0991 -0.2402 0.2012 0.37
H -29.838320 0.875460 -0.944730 0.3954 0.5193 -0.1490 0.32
H -29.249160 0.646980 0.687130 -0.0228 -0.1662 0.1091 0.37
O -23.029580 -1.341000 -11.103990 -0.6752 -0.2088 -0.4585 -0.59
C -22.227880 -0.940960 -10.320310 -1.2173 -0.2859 -0.5949 0.47
O -22.601920 -0.276310 -9.205010 0.1466 0.6193 -0.5268 -0.34
C -21.425430 0.163060 -8.513480 -0.3278 -0.3369 0.9299 -0.37
C -20.402190 -0.855240 -8.942730 0.8031 -0.7173 0.2384 -0.52
C -20.770420 -1.137370 -10.390990 0.8706 0.3746 1.0811 -0.26
H -21.739480 0.076360 -7.473310 0.5571 0.2322 0.1416 0.26
H -21.141540 1.193930 -8.725140 -0.2645 0.0672 -0.3127 0.25
H -20.617760 -1.772050 -8.394020 0.2522 -0.0286 0.2533 0.23
H -19.344640 -0.614970 -8.833420 -0.1799 0.2414 0.3022 0.36
H -20.515230 -2.163730 -10.654710 -0.0117 0.3702 -0.5478 0.24
H -20.332410 -0.353560 -11.008960 0.0497 -0.3538 -0.4802 0.27
O -34.793590 -15.329020 0.420180 2.6470 2.2968 -2.8918 -0.58
C -34.017340 -14.591070 -0.221600 -0.4539 -1.7260 1.5838 0.54
O -33.370220 -14.899010 -1.412110 -0.2331 -0.5786 0.9151 -0.34
C -32.428390 -13.879490 -1.815410 -0.7937 1.2498 -0.4504 -0.36
C -32.842850 -12.629850 -1.051180 -1.4308 0.1214 0.2466 -0.53
C -33.519680 -13.221170 0.194460 -0.1100 0.6747 0.0239 -0.44
H -32.630000 -13.681460 -2.868140 0.3259 -0.4444 -0.0836 0.29
H -31.362010 -14.052370 -1.670350 -0.2111 -0.9872 0.2354 0.27
H -33.648910 -12.139080 -1.596630 0.0526 0.0648 -0.2929 0.22
H -32.096280 -11.850390 -0.898930 0.2350 -0.4514 0.2293 0.39
H -34.413070 -12.672400 0.492480 0.2544 0.1867 0.2607 0.28
H -32.806560 -13.252690 1.018210 -0.2800 -0.4045 0.2243 0.26
O -19.197260 -10.154770 -4.991500 0.3381 1.7261 0.1856 -0.59
C -19.288690 -8.963260 -4.771250 -0.6868 -2.0048 0.2068 0.54
O -18.249880 -8.115530 -4.723540 2.1211 -0.5585 -0.4389 -0.36
C -18.583470 -6.761990 -4.485090 -1.3372 -0.0019 -0.0578 -0.32
C -20.077560 -6.812580 -4.610060 -0.9037 2.7909 -0.2244 -0.49
C -20.536980 -8.193430 -4.466460 -1.4826 -0.4290 0.4905 -0.34
H -18.283470 -6.039710 -5.244310 1.0158 -0.5326 -0.0074 0.27
H -18.303930 -6.403420 -3.494440 0.5021 -0.4411 -0.0236 0.28
H -20.352850 -6.524650 -5.624660 0.0235 0.5346 0.0564 0.19
H -20.443910 -6.072490 -3.898620 -0.6949 -0.1115 -0.1982 0.36
H -21.377860 -8.367960 -5.137700 0.3907 -0.4835 -0.3606 0.23
H -21.019290 -8.383650 -3.507660 0.7064 -0.4714 0.3834 0.21
C -25.392860 -10.951240 1.026760 -0.3081 0.3152 0.6097 -1.34
C -24.547890 -9.924350 0.325430 1.7324 0.9383 1.1626 0.48
C -24.310110 -8.564130 1.085320 0.6169 -1.7198 -1.7168 -0.69
O -25.562000 -8.037510 1.252630 -0.5978 0.8054 0.4597 -0.29
C -25.544090 -6.758860 1.832930 -1.9267 0.3589 0.4631 -0.79
N -23.212170 -10.509820 0.052810 -0.1323 0.0875 -0.6728 -0.69
H -25.735940 -11.671760 0.284300 -0.2843 -0.1028 0.2536 0.35
H -26.198280 -10.501690 1.607550 -0.4074 -0.0602 -0.4227 0.36
H -24.787660 -11.462680 1.775260 0.1377 -0.1780 -0.0734 0.33
H -25.013970 -9.531110 -0.578020 0.0530 -0.6056 -0.3353 0.17
H -23.768480 -7.948040 0.367570 0.4229 0.1467 -0.0883 0.37
H -23.677920 -8.623120 1.971300 -0.2307 -0.2696 0.5295 0.35
H -24.687080 -6.109900 1.652730 0.3170 -0.4504 -0.0503 0.32
H -25.812180 -6.854890 2.885080 0.7701 0.0791 0.4351 0.29
H -26.429830 -6.240020 1.466360 0.0610 0.1823 -0.4405 0.26
H -23.337530 -11.452490 -0.287440 -0.2229 -0.1212 -0.7295 0.27
H -22.730900 -10.742670 0.909700 -0.0020 0.6089 0.5953 0.25
C -33.273780 -4.485920 -12.327180 0.3588 1.0092 1.4583 -1.39
C -33.713450 -3.370500 -11.236830 0.4974 -1.1724 -1.1021 0.65
C -32.728430 -2.131870 -11.201880 -1.4681 -0.0703 -0.6563 -0.73
O -32.996140 -1.166140 -10.154000 0.9259 -1.3629 0.7727 -0.36
C -32.282930 -1.535660 -8.939780 0.2748 -0.4047 -0.5082 -0.71
N -35.120580 -3.093140 -11.500150 0.1338 1.2038 -0.3548 -0.78
H -32.292580 -4.856560 -12.030580 0.1523 -0.0530 -0.1550 0.34
H -33.223730 -4.145820 -13.361550 -0.0323 0.4857 0.1835 0.31
H -33.932190 -5.354480 -12.341530 -0.2678 0.1605 0.3412 0.38
H -33.707560 -3.825080 -10.246170 0.8177 -0.3199 0.1967 0.16
H -32.785190 -1.564010 -12.130550 -0.5551 0.0459 -0.1050 0.39
H -31.702580 -2.497110 -11.250290 0.1852 -0.1483 0.7975 0.35
H -31.237280 -1.728690 -9.179450 0.2108 0.2072 -0.1416 0.31
H -32.613960 -2.466250 -8.478780 -0.5360 -0.1610 -0.2158 0.25
H -32.292620 -0.798870 -8.136570 -0.4600 0.4689 -0.5609 0.31
H -35.440480 -2.427280 -10.811390 -0.2684 0.1757 0.0383 0.26
H -35.668150 -3.934120 -11.386000 0.0465 -0.0831 0.0298 0.25
C -25.235240 -12.378580 -10.035960 0.3965 0.2357 -0.0976 -1.38
C -24.137700 -13.343650 -10.535570 0.0404 1.0319 -0.1469 0.80
C -24.666210 -14.746510 -10.733910 -0.0935 -1.2650 0.3826 -0.69
O -25.187470 -15.196080 -9.491980 -0.2102 -0.9305 1.3918 -0.29
C -25.561650 -16.587100 -9.349170 1.0647 0.3842 -0.5636 -0.78
N -23.496280 -12.836180 -11.767080 -0.4663 0.3272 -0.6356 -0.82
H -25.736100 -11.866040 -10.857270 -0.0251 -0.1748 -0.1620 0.35
H -24.776360 -11.607280 -9.417380 0.0370 0.1402 -0.0226 0.31
H -25.980600 -12.860840 -9.403540 0.1429 -0.2322 -0.1504 0.31
H -23.327450 -13.299400 -9.807820 -0.3500 -0.8819 0.6982 0.19
H -23.840450 -15.371260 -11.074350 0.2852 -0.3249 0.0814 0.33
H -25.468860 -14.922220 -11.450130 -0.0094 0.8457 -0.5688 0.33
H -24.709050 -17.250300 -9.495260 0.3628 0.0707 -0.7134 0.30
H -26.356980 -16.878450 -10.035220 -0.1260 0.1049 -0.0311 0.29
H -25.802530 -16.889720 -8.330100 -0.5303 1.0401 0.1628 0.27
H -23.079740 -11.933000 -11.591400 -0.4077 0.4392 0.2089 0.23
H -22.674780 -13.346690 -12.057960 -0.1092 -0.7819 0.1670 0.24
C -34.844990 -3.704370 -1.415490 0.0494 -0.5506 -0.0747 -1.36
C -33.693790 -4.369580 -2.157550 -1.3946 -0.8556 -0.2369 0.32
C -34.283840 -5.408100 -3.179510 1.4094 -0.0633 0.2376 -0.76
O -34.819040 -4.794830 -4.321800 -1.4186 0.1020 -0.2714 -0.28
C -35.697220 -5.649560 -5.084740 0.8658 0.8509 -0.3941 -0.81
N -32.838090 -3.373150 -2.750880 0.0308 0.1658 -0.7326 -0.67
H -34.451970 -3.174430 -0.547850 -0.3464 0.4523 -0.2448 0.35
H -35.565300 -4.448390 -1.075350 0.1768 -0.2075 0.2659 0.35
H -35.427260 -3.128030 -2.134450 0.2184 0.6288 0.2335 0.30
H -33.075210 -4.929970 -1.456530 -0.1078 -0.2605 0.0852 0.35
H -34.978890 -6.114690 -2.725930 -0.3209 0.1940 0.2940 0.45
H -33.427900 -6.008350 -3.487980 0.2810 -0.3767 -0.2280 0.34
H -35.087110 -6.397540 -5.591080 -0.1365 -0.5474 0.2919 0.30
H -36.129200 -5.073560 -5.903100 0.1206 0.4107 0.1748 0.27
H -36.548530 -6.054580 -4.537620 0.3076 -0.2069 0.4236 0.31
H -33.400740 -2.860220 -3.414520 -0.3982 0.5362 0.0427 0.33
H -32.224010 -3.838990 -3.403560 0.7087 -0.2662 0.1100 0.22
C -24.991960 -5.892710 -14.139470 -0.4216 -0.6214 1.1224 -1.49
C -24.013000 -6.962110 -13.553440 -0.6880 -0.2946 -1.5481 0.59
C -23.380630 -6.622460 -12.226780 1.3547 0.6793 -0.2216 -0.66
O -22.038410 -7.203340 -12.255310 -0.9316 0.8811 0.5634 -0.37
C -21.339860 -6.907850 -11.057820 -0.1402 -0.4415 0.1329 -0.71
N -24.690900 -8.263030 -13.426500 -0.6376 -0.0576 -0.2078 -0.74
H -25.456870 -6.071650 -15.108970 0.4424 -0.8318 -0.1525 0.38
H -24.583230 -4.889430 -14.259640 0.2060 -0.0533 0.6185 0.35
H -25.831530 -5.949600 -13.446650 -0.2353 0.7636 0.1106 0.33
H -23.284860 -7.112870 -14.350420 0.9378 0.4781 0.4954 0.23
H -23.925010 -6.856070 -11.311800 -0.3645 -1.2736 -0.1973 0.44
H -23.338840 -5.548520 -12.045090 0.6325 0.5264 -0.6971 0.35
H -21.658800 -5.967790 -10.607650 0.0302 0.2729 -0.1534 0.28
H -20.263930 -6.880230 -11.230230 -0.0797 0.0259 -0.2555 0.27
H -21.532280 -7.684050 -10.317140 -0.0278 -0.1669 0.1894 0.26
H -24.947770 -8.553600 -14.359070 -0.4876 0.0271 -0.2522 0.25
H -24.028570 -8.986860 -13.186750 0.3808 0.0784 0.4794 0.23
```
Positions in Å, forces in eV/Å.